The following is a DFT calculation (wB97M-V/def2-TZVPD) of a cluster of 8 separate species, C42H86N5O7S3 in total at a distorted geometry.

Last column: Mulliken charge in e.
Positions of all 143 atoms, in Å:
1 C 1.2984 3.5944 1.1483  -0.49
2 C 1.1410 4.6236 0.0423  -0.67
3 S -0.4249 4.3862 -0.8620  0.03
4 C -1.4638 5.6368 -0.0332  -0.61
5 C -2.6915 5.0872 0.7189  0.05
6 N -2.9195 3.6056 0.4500  -0.27
7 C -4.2171 3.4094 0.8713  0.20
8 N -4.7720 2.2487 1.0472  -0.08
9 C -4.1987 0.9261 0.7115  -0.72
10 C -2.7859 0.6351 1.2448  -1.23
11 C -1.7101 0.6112 0.1441  0.16
12 S -2.2881 -0.4478 -1.2276  -0.28
13 C -1.4019 0.0652 -2.6788  -0.15
14 S -2.2723 0.4627 -3.9879  -0.15
15 N 0.0007 0.0064 -2.5767  0.61
16 C 0.3830 -1.4421 -2.5534  0.61
17 C 1.5876 -1.7543 -1.6781  -1.42
18 C 0.6724 0.7100 -3.6754  -0.91
19 C 2.1714 0.9235 -3.4289  -1.27
20 N -4.9060 4.6018 1.1020  -0.54
21 C -4.0795 5.6097 0.3322  -0.41
22 N -4.2718 6.9508 0.8325  -0.45
23 H 1.2383 2.5778 0.7719  0.13
24 H 0.5751 3.7627 1.9420  0.23
25 H 2.2902 3.7005 1.5806  0.12
26 H 1.1066 5.6044 0.5075  0.39
27 H 1.9836 4.6507 -0.6381  0.54
28 H -0.8170 6.0678 0.7192  -0.06
29 H -1.7469 6.3970 -0.7520  0.53
30 H -2.6188 5.2797 1.7875  0.37
31 H -2.3494 3.1220 1.1459  0.01
32 H -5.6967 2.2630 1.4519  0.29
33 H -4.9026 0.2209 1.1411  0.30
34 H -4.2487 0.8072 -0.3632  0.53
35 H -2.7310 -0.2872 1.8121  0.39
36 H -2.5330 1.4242 1.9536  0.74
37 H -1.4124 1.5833 -0.2364  0.07
38 H -0.8116 0.1588 0.5542  0.45
39 H 0.5535 -1.7681 -3.5788  0.39
40 H -0.4535 -2.0312 -2.1904  -0.49
41 H 1.5993 -2.8292 -1.5014  0.38
42 H 1.5268 -1.2716 -0.7103  0.13
43 H 2.5123 -1.5225 -2.1940  0.40
44 H 0.2126 1.6762 -3.8453  0.66
45 H 0.5494 0.1667 -4.6109  0.46
46 H 2.7704 0.1834 -3.9513  0.28
47 H 2.3669 0.7628 -2.3704  0.39
48 H 2.4709 1.9262 -3.7044  0.14
49 H -5.7775 4.4874 0.5763  0.33
50 H -4.2009 5.5352 -0.7469  0.49
51 H -4.8509 6.9087 1.6595  0.24
52 H -4.6984 7.5601 0.1505  0.26
53 C 2.9590 5.8129 -6.4485  -0.55
54 C 3.3280 4.5706 -7.2557  -0.61
55 C 3.1344 3.4655 -6.2276  -0.45
56 O 2.0870 3.9057 -5.3523  -0.30
57 C 1.8187 5.2928 -5.5857  -0.44
58 H 2.6688 6.6646 -7.0607  0.34
59 H 3.8000 6.1151 -5.8207  0.27
60 H 2.6301 4.4407 -8.0852  0.29
61 H 4.3373 4.5952 -7.6617  0.33
62 H 4.0395 3.3159 -5.6319  0.32
63 H 2.8534 2.5120 -6.6753  0.31
64 H 0.8580 5.3770 -6.1046  0.28
65 H 1.7406 5.8078 -4.6273  0.23
66 C 5.8618 4.7156 4.1419  -0.57
67 C 6.5105 5.1180 2.8201  -0.55
68 C 6.0027 4.0299 1.8846  -0.40
69 O 4.7116 3.6461 2.3711  -0.38
70 C 4.5083 4.1990 3.6763  -0.41
71 H 5.7779 5.5312 4.8574  0.33
72 H 6.4322 3.9102 4.6086  0.26
73 H 6.1383 6.0944 2.5018  0.27
74 H 7.5968 5.1656 2.8602  0.34
75 H 6.6560 3.1517 1.9043  0.25
76 H 5.9084 4.3667 0.8532  0.27
77 H 3.7788 5.0140 3.5989  0.25
78 H 4.0986 3.4291 4.3307  0.32
79 C -4.4374 -5.3733 -1.7006  -0.24
80 C -4.7065 -3.9277 -2.1144  -0.54
81 C -3.3755 -3.5352 -2.7403  0.86
82 O -2.8259 -4.7263 -3.3045  -0.47
83 C -3.5622 -5.8638 -2.8465  -0.56
84 H -5.3389 -5.9699 -1.5732  0.40
85 H -3.8774 -5.3967 -0.7623  -0.05
86 H -5.5003 -3.8933 -2.8634  0.34
87 H -4.9916 -3.2782 -1.2869  0.27
88 H -2.6781 -3.1599 -1.9823  -0.79
89 H -3.4780 -2.7792 -3.5209  0.19
90 H -4.1688 -6.2426 -3.6754  0.30
91 H -2.8638 -6.6445 -2.5449  0.31
92 C -2.8161 8.5798 3.8433  -0.48
93 C -2.9709 10.0721 3.5593  -0.53
94 C -1.5183 10.5126 3.4337  -0.54
95 O -0.8015 9.3890 2.9116  -0.47
96 C -1.6211 8.2250 2.9687  0.19
97 H -3.7024 7.9922 3.6066  0.21
98 H -2.5747 8.4215 4.8962  0.32
99 H -3.4937 10.2211 2.6116  0.25
100 H -3.5102 10.6137 4.3338  0.36
101 H -1.0960 10.7719 4.4095  0.29
102 H -1.3876 11.3621 2.7643  0.28
103 H -1.9390 7.9733 1.9503  -0.14
104 H -1.0352 7.3931 3.3691  0.24
105 C -1.6052 -4.5470 1.4356  -0.49
106 C -0.3638 -4.1240 0.6526  0.16
107 C -0.1898 -2.6849 1.1075  0.77
108 O -0.6900 -2.6128 2.4491  -0.53
109 C -1.4005 -3.8182 2.7578  -0.60
110 H -1.7000 -5.6246 1.5583  0.45
111 H -2.5085 -4.1791 0.9386  -0.01
112 H 0.4976 -4.7197 0.9562  -0.27
113 H -0.4749 -4.2156 -0.4285  0.43
114 H -0.7844 -2.0088 0.4890  -0.95
115 H 0.8505 -2.3579 1.0912  0.19
116 H -0.7939 -4.4116 3.4489  0.29
117 H -2.3382 -3.5636 3.2538  0.37
118 C 3.1745 -7.8725 -0.4261  -0.73
119 C 2.9643 -8.0097 1.0793  -0.26
120 C 3.0740 -6.5630 1.5395  -0.39
121 O 2.5903 -5.7567 0.4576  -0.38
122 C 2.4586 -6.5618 -0.7185  -0.32
123 H 2.7779 -8.7066 -1.0021  0.34
124 H 4.2393 -7.7784 -0.6510  0.28
125 H 1.9663 -8.4000 1.2833  0.06
126 H 3.6868 -8.6627 1.5657  0.38
127 H 4.1138 -6.2836 1.7400  0.29
128 H 2.4827 -6.3559 2.4327  0.24
129 H 1.3914 -6.7269 -0.9087  0.18
130 H 2.8822 -6.0250 -1.5681  0.35
131 C 0.7250 -12.6614 3.2351  -0.57
132 C 0.3488 -12.9200 1.7782  -0.55
133 C 0.0282 -11.5146 1.2885  -0.44
134 O 0.8609 -10.6254 2.0392  -0.31
135 C 1.4573 -11.3308 3.1323  -0.44
136 H 1.3368 -13.4454 3.6770  0.33
137 H -0.1767 -12.5503 3.8409  0.27
138 H 1.2072 -13.3219 1.2359  0.27
139 H -0.4841 -13.6095 1.6544  0.34
140 H -1.0187 -11.2558 1.4805  0.28
141 H 0.2280 -11.3793 0.2250  0.27
142 H 2.5200 -11.4790 2.9119  0.27
143 H 1.3729 -10.7270 4.0362  0.29

Atoms 1-6, force components in eV/Å:
0.7 0.1 -0.2
-0.4 0.0 0.6
0.1 0.2 -0.2
-0.1 -0.5 0.4
-0.3 -0.6 -1.4
-0.6 0.7 2.5

Output
**Gap between HOMO and LUMO**: 7.7 eV
**Strongest force on any atom**: 0.054 Eh/bohr
**Energy above the lowest of the compared OMol25 structures with the same formula, charge and spin**: 0.0 kJ/mol
**Electronic energy**: -3646.576235 a.u.
**Charge**: +1